Below is a molecular structure, C42H76AsIrN6O3P, with properties calculated with wB97M-V/def2-TZVPD.

The geometry in XYZ format:
```
130
Properties=species:S:1:pos:R:3
Ir 1.252 -0.484 0.230
C 2.111 0.189 2.049
C 2.335 -1.258 2.026
C 1.136 -1.831 2.632
C 0.346 -0.771 3.144
C 0.938 0.445 2.875
C 0.553 1.780 3.438
C -0.695 1.680 4.314
C 0.318 2.803 2.329
C 1.744 2.238 4.304
C 0.649 -3.272 2.793
C 0.841 -4.133 1.537
C -0.857 -3.286 3.106
C 1.353 -3.967 3.975
C 3.803 -1.744 2.223
C 4.856 -0.705 1.793
C 4.141 -3.076 1.557
C 4.012 -1.847 3.748
H 2.904 0.916 1.965
H -0.587 -0.896 3.665
H -1.560 1.332 3.745
H -0.939 2.664 4.715
H -0.541 1.007 5.159
H -0.602 2.582 1.789
H 1.141 2.822 1.611
H 0.225 3.794 2.777
H 2.015 1.482 5.043
H 1.464 3.146 4.840
H 2.621 2.462 3.697
H 0.126 -3.849 0.766
H 0.641 -5.173 1.798
H 1.840 -4.071 1.119
H -1.428 -2.703 2.376
H -1.080 -2.906 4.103
H -1.211 -4.317 3.069
H 2.378 -4.241 3.744
H 0.811 -4.889 4.190
H 1.340 -3.353 4.877
H 4.801 -0.447 0.743
H 5.840 -1.131 1.990
H 4.787 0.207 2.387
H 3.934 -3.048 0.486
H 3.598 -3.908 2.000
H 5.202 -3.291 1.693
H 3.847 -0.875 4.218
H 5.042 -2.143 3.955
H 3.360 -2.565 4.227
C 2.189 0.281 -3.237
As 3.573 0.126 -1.925
C 4.065 1.871 -1.318
C 5.093 -0.742 -2.687
O 3.112 -0.816 -0.590
H 2.537 0.919 -4.049
H 1.304 0.706 -2.769
H 1.951 -0.709 -3.625
H 4.461 2.454 -2.149
H 4.823 1.772 -0.542
H 3.182 2.362 -0.908
H 5.580 -0.065 -3.387
H 4.781 -1.644 -3.209
H 5.780 -0.998 -1.882
N -0.085 0.661 -0.285
P -1.212 1.649 -0.900
N -2.513 1.552 0.094
C -2.654 0.456 1.077
C -3.907 0.703 1.901
C -5.156 0.560 1.022
C -4.886 1.076 -0.402
C -3.792 2.131 -0.379
N -1.503 1.258 -2.479
C -2.090 2.208 -3.444
C -1.405 2.091 -4.803
C -1.149 0.620 -5.184
C -2.012 -0.304 -4.335
C -1.646 -0.155 -2.863
N -0.764 3.223 -0.966
C -1.346 4.334 -0.189
C -1.286 5.604 -1.025
C 0.175 6.025 -1.249
C 1.104 4.806 -1.212
C 0.412 3.578 -1.783
H -1.759 0.422 1.697
H -2.747 -0.515 0.571
H -3.844 1.705 2.333
H -3.940 0.004 2.738
H -5.990 1.098 1.472
H -5.442 -0.489 0.969
H -5.788 1.505 -0.839
H -4.579 0.256 -1.059
H -4.089 2.945 0.289
H -3.641 2.573 -1.365
H -1.994 3.216 -3.048
H -3.161 2.008 -3.542
H -0.465 2.645 -4.790
H -2.041 2.576 -5.546
H -0.095 0.371 -5.023
H -1.343 0.457 -6.243
H -1.890 -1.352 -4.614
H -3.068 -0.074 -4.487
H -0.694 -0.651 -2.679
H -2.412 -0.648 -2.247
H -0.796 4.483 0.741
H -2.369 4.090 0.078
H -1.846 6.394 -0.527
H -1.786 5.420 -1.979
H 0.483 6.739 -0.485
H 0.269 6.538 -2.207
H 1.416 4.589 -0.186
H 2.014 5.000 -1.783
H 1.097 2.730 -1.790
H 0.118 3.771 -2.821
O -5.328 -3.144 0.167
C -4.823 -3.819 -0.962
N -3.389 -3.619 -0.926
C -2.639 -3.702 -2.047
O -3.089 -3.935 -3.151
C -1.163 -3.459 -1.886
C -0.282 -4.173 -2.687
C 1.073 -3.918 -2.574
C 1.496 -2.909 -1.728
N 0.643 -2.167 -1.012
C -0.661 -2.471 -1.060
H -6.117 -3.599 0.480
H -5.194 -3.400 -1.898
H -5.070 -4.883 -0.928
H -2.958 -3.624 -0.015
H -0.671 -4.917 -3.370
H 1.800 -4.486 -3.137
H 2.543 -2.683 -1.587
H -1.307 -1.864 -0.440
```

* spin multiplicity: 2
* charge: +2
* DFT total energy: -132824.479 eV
* Kohn-Sham gap (alpha / beta): 0.2618 / 0.2592 hartree
* lowest unoccupied orbital energy (alpha / beta): -5.879 / -6.061 eV
* ⟨S²⟩: 0.77



Below is a molecular structure, C25H30N4NiO4P at a distorted geometry, with properties calculated with wB97M-V/def2-TZVPD.

The geometry in XYZ format:
```
65
Properties=species:S:1:pos:R:3
Ni 0.193 -18.052 5.285
N 0.517 -21.494 2.362
C 0.610 -22.595 3.380
C -0.238 -22.405 4.613
C 0.177 -21.154 5.411
N 0.024 -19.900 4.611
C 1.617 -21.283 5.896
C 2.618 -21.806 4.885
N 3.420 -20.743 4.296
C 2.072 -22.848 3.813
H -0.319 -21.651 1.752
H 1.334 -21.557 1.725
H 3.001 -19.914 3.856
H 0.273 -23.553 3.004
H 0.012 -23.264 5.253
H -1.320 -22.434 4.368
H -0.420 -20.999 6.327
H -0.946 -19.863 4.237
H 0.591 -19.889 3.790
H 1.540 -22.094 6.668
H 1.971 -20.369 6.404
H 3.306 -22.361 5.486
H 4.038 -21.116 3.587
H 4.614 -20.063 5.309
H 2.122 -23.848 4.332
H 2.795 -22.828 2.967
O 2.134 -18.370 3.296
C 1.513 -17.563 4.064
C 1.767 -16.166 4.000
C 2.727 -15.671 3.089
C 3.198 -14.383 3.288
C 2.784 -13.627 4.367
C 1.813 -14.104 5.260
C 1.216 -15.325 5.046
P -0.073 -16.014 6.141
C 0.095 -15.391 7.796
C 1.101 -15.784 8.651
C 1.339 -15.073 9.854
C 0.436 -14.062 10.221
C -0.565 -13.652 9.318
C -0.692 -14.248 8.078
C -1.743 -15.595 5.652
C -2.747 -16.312 6.252
C -3.807 -16.757 5.476
C -3.899 -16.451 4.088
C -3.047 -15.482 3.569
C -1.982 -15.061 4.350
H 3.123 -16.310 2.264
H 3.911 -14.021 2.565
H 3.131 -12.615 4.613
H 1.597 -13.477 6.138
H 1.714 -16.657 8.483
H 2.238 -15.280 10.447
H 0.631 -13.582 11.176
H -1.113 -12.739 9.491
H -1.458 -13.881 7.394
H -2.686 -16.624 7.310
H -4.535 -17.510 5.872
H -4.542 -16.985 3.400
H -3.108 -15.129 2.550
H -1.273 -14.316 3.986
O 4.809 -20.291 7.584
N 5.454 -19.424 6.999
O 6.269 -18.628 7.483
O 5.373 -19.381 5.650
```

* spin multiplicity: 3
* charge: +1
* DFT total energy: -90882.719 eV
* Kohn-Sham gap (alpha / beta): 0.2620 / 0.2818 hartree
* lowest unoccupied orbital energy (alpha / beta): -3.530 / -4.172 eV
* ⟨S²⟩: 2.01



Below is a molecular structure, C6H8 at a distorted geometry, with properties calculated with wB97M-V/def2-TZVPD.

The geometry in XYZ format:
```
14
Properties=species:S:1:pos:R:3
C 0.384 0.888 1.840
C -0.597 0.173 2.322
C 0.605 -1.126 0.060
C -0.495 -0.377 -0.871
C -0.006 -0.201 0.986
C -0.117 0.546 -1.945
H 1.054 1.578 2.241
H -1.384 -0.101 2.950
H 0.475 -2.155 0.162
H 1.596 -0.884 -0.159
H -1.485 -0.825 -0.947
H -0.895 1.324 -2.096
H 0.107 0.005 -2.845
H 0.757 1.153 -1.696
```

* relative energy (zero: lowest compared OMol25 entry of this formula, charge and spin): 108.4 kcal/mol
* charge: 0
* DFT total energy: -6346.083 eV
* Kohn-Sham gap: 0.2970 hartree
* lowest unoccupied orbital energy: 1.157 eV